The following is a DFT calculation (ωB97M-V/def2-TZVPD) of 7 unconnected molecules or ions with the total composition C46H100F6N5O9.

```
166
Properties=species:S:1:pos:R:3:lowdin_charge:R:1
C -15.14 -14.15 -7.68 -0.1212
C -6.65 -17.46 -9.06 -0.1713
H -13.84 -15.17 -9.55 0.1049
O -10.89 -17.41 -6.77 -0.0691
H -18.22 -16.16 -11.00 0.0800
H -15.50 -21.44 -11.08 0.0809
H -14.44 -20.90 -8.09 0.1154
C -12.04 -14.36 -1.75 -0.1990
H -8.13 -13.35 -4.62 0.1183
C -6.71 -20.40 -6.56 -0.2072
N -7.29 -18.33 -8.03 -0.2474
H -13.86 -17.10 -5.06 0.0483
C -14.82 -22.12 -10.58 -0.0399
H -15.81 -12.16 -10.32 0.1442
C -8.46 -18.59 -12.78 -0.5403
H -11.09 -21.03 -9.64 0.1085
O -12.59 -16.99 -8.03 -0.0291
H -8.48 -17.30 -1.42 0.1148
H -12.23 -15.66 -3.53 0.1258
F -19.17 -19.32 -8.25 0.1162
H -14.65 -14.41 -10.97 0.1403
H -8.20 -18.25 -6.15 0.1121
C -11.86 -16.01 -11.31 -0.0550
H -14.54 -18.17 -7.20 0.0843
C -16.33 -13.89 -6.79 -0.1677
O -8.04 -20.82 -6.61 -0.1969
C -7.32 -16.15 -9.37 -0.0523
H -12.40 -24.70 -7.08 0.0900
H -9.61 -19.12 -11.08 0.1099
H -18.94 -16.15 -9.39 0.0874
H -14.86 -23.04 -11.18 0.0963
C -8.55 -18.87 -8.63 0.0118
H -6.85 -15.69 -10.24 0.1039
C -15.42 -12.35 -9.32 -0.0838
H -5.60 -17.26 -8.82 0.1373
H -8.43 -21.25 -4.60 0.0794
C -8.37 -21.74 -5.59 -0.0697
H -16.54 -18.81 -8.36 0.1239
N -11.43 -16.74 -7.69 -0.5753
C -7.97 -18.51 -3.10 -0.0963
H -7.34 -15.45 -8.53 0.0730
H -11.34 -14.94 -1.15 0.1104
C -12.73 -22.05 -7.68 -0.1842
H -7.36 -19.26 -2.58 0.0845
C -14.21 -14.24 -10.00 -0.0922
H -16.95 -14.25 -4.69 0.1224
H -17.46 -13.89 -9.25 0.1418
C -9.97 -16.92 -2.92 -0.1628
H -6.51 -18.08 -9.95 0.1336
H -11.66 -22.16 -7.93 0.1097
C -9.00 -17.87 -2.20 -0.2284
H -9.17 -19.25 -7.83 0.0902
H -15.95 -17.16 -6.67 0.0829
H -15.90 -16.50 -9.70 0.1147
H -14.98 -19.66 -9.82 0.1111
H -9.57 -18.62 -1.64 0.1159
C -11.68 -20.17 -9.95 -0.0031
N -13.10 -20.52 -9.71 -0.2399
H -6.95 -16.46 -5.15 0.0589
H -13.72 -15.74 -1.70 0.0840
C -13.40 -21.64 -10.67 -0.1667
C -16.09 -14.35 -5.36 -0.2120
C -18.08 -16.49 -9.97 -0.0592
H -10.58 -17.41 -10.29 0.0756
H -16.67 -14.20 -10.74 0.1381
H -11.68 -24.28 -8.69 0.0900
H -13.65 -18.57 -9.36 0.0978
H -9.59 -15.53 -5.39 0.1135
H -12.36 -13.99 -3.86 0.1089
H -8.45 -16.85 -7.26 0.0971
O -13.36 -23.20 -8.19 -0.2032
H -8.31 -19.68 -9.32 0.1215
C -14.94 -13.64 -4.65 -0.0920
H -8.48 -19.04 -3.91 0.0598
H -12.72 -12.96 -10.86 0.1212
H -9.35 -22.15 -5.80 0.0926
C -6.59 -16.82 -6.12 -0.0487
H -14.50 -18.02 -11.71 0.0789
H -17.20 -14.42 -7.18 0.1141
H -6.27 -15.88 -6.59 0.0833
C -9.84 -18.96 -12.19 -0.5701
C -7.73 -17.53 -6.80 -0.1555
C -9.11 -12.87 -4.72 -0.1387
H -13.23 -25.16 -8.55 0.0965
H -14.80 -15.19 -7.63 0.1320
O -16.64 -20.76 -7.88 -0.0819
H -9.34 -15.16 -1.89 0.1312
H -14.24 -13.61 -7.37 0.1313
H -13.99 -13.96 -5.08 0.0486
N -10.42 -14.56 -3.62 -0.2020
H -12.68 -22.43 -10.51 0.1292
H -9.08 -18.07 -9.14 0.0693
H -10.82 -12.45 -3.42 0.1372
H -11.80 -15.27 -12.11 0.0887
C -13.46 -14.77 -1.29 -0.0745
H -6.13 -19.96 -8.57 0.1482
C -16.78 -15.92 -9.40 -0.2316
C -9.96 -13.11 -3.50 -0.0950
H -5.71 -17.43 -5.95 0.0847
H -8.51 -15.28 -3.36 0.1333
C -6.34 -19.41 -7.66 -0.0834
H -7.26 -17.78 -3.49 0.0580
H -11.40 -19.37 -9.26 0.0928
O -10.70 -17.80 -12.31 -0.0755
F -7.79 -17.67 -12.03 0.0887
O -10.40 -20.02 -12.64 -0.1305
H -12.95 -18.86 -11.93 0.0709
H -9.38 -13.03 -2.58 0.1391
H -13.19 -21.28 -11.68 0.1266
H -14.22 -14.07 -1.65 0.0589
H -7.60 -22.52 -5.50 0.0989
C -9.49 -15.49 -2.92 -0.1317
H -10.90 -16.97 -2.36 0.1159
H -17.95 -17.57 -9.93 0.0701
C -13.21 -13.11 -9.90 -0.1372
C -16.63 -14.45 -9.68 -0.1448
H -14.15 -18.88 -4.85 0.0803
C -10.63 -16.89 -11.26 -0.2937
C -11.85 -14.70 -3.21 -0.1564
C -10.37 -14.81 -5.14 -0.0922
H -14.53 -19.70 -12.12 0.0816
H -10.22 -17.25 -3.93 0.1207
H -13.82 -11.05 -9.97 0.1207
C -16.86 -19.57 -7.57 -0.5707
H -13.03 -19.89 -7.77 0.1288
H -13.60 -11.72 -8.30 0.1050
C -12.60 -24.38 -8.11 -0.0962
H -9.46 -13.71 -6.74 0.1171
H -14.95 -13.69 -3.57 0.0529
C -14.58 -17.91 -5.10 -0.0746
H -15.82 -15.41 -5.43 0.0869
H -15.29 -17.76 -4.28 0.0788
C -13.97 -11.90 -9.30 -0.1257
F -7.68 -19.66 -12.94 0.1482
C -18.30 -19.17 -7.22 -0.5504
H -6.43 -20.07 -5.55 0.1270
H -5.43 -18.93 -7.31 0.1257
F -18.80 -19.87 -6.20 0.1535
H -12.02 -13.28 -1.60 0.1184
O -16.11 -19.16 -6.35 -0.1053
H -12.35 -13.39 -9.29 0.1079
C -13.36 -20.81 -8.25 -0.0771
H -16.80 -16.10 -8.32 0.0795
H -16.02 -11.91 -8.53 0.1262
H -9.70 -16.30 -11.30 0.1084
H -15.09 -22.28 -9.55 0.0684
H -11.49 -19.94 -11.00 0.0614
C -9.98 -13.49 -5.81 -0.1236
C -15.31 -18.01 -6.42 -0.3140
C -13.97 -19.31 -10.09 -0.1369
H -12.84 -22.05 -6.59 0.1388
H -8.97 -11.80 -4.87 0.1287
C -13.97 -18.96 -11.56 -0.0428
H -6.05 -21.28 -6.72 0.1404
F -8.57 -18.02 -14.01 0.1302
H -11.33 -15.24 -5.37 0.1137
N -15.39 -13.85 -9.11 -0.2213
H -12.70 -16.66 -11.52 0.0584
H -8.35 -16.25 -9.71 0.0537
H -16.58 -12.82 -6.78 0.1185
H -10.84 -12.84 -6.00 0.1209
H -13.58 -14.73 -0.21 0.0833
F -18.43 -17.84 -6.91 0.0848
H -11.92 -15.53 -10.34 0.0309
O -10.76 -15.83 -8.22 -0.0492
H -14.95 -12.55 -4.85 0.0866
```

Charge: +1
Relative energy (zero: lowest compared OMol25 entry of this formula, charge and spin) (kcal per mole): 0.00
E_tot (Eh): -3362.30282
Max |F| (eV Å⁻¹): 2.007
LUMO energy (eV): -2.4


The following is a DFT calculation (ωB97M-V/def2-TZVPD) of 8 unconnected molecules or ions with the total composition C32H39F24N2O15.

```
112
Properties=species:S:1:pos:R:3:lowdin_charge:R:1
O 2.92 2.99 -2.62 0.1892
H -10.01 -6.30 -4.67 0.0797
C -0.15 -0.22 1.02 -0.1904
H -8.57 -5.54 -5.31 0.0716
H 5.98 2.79 7.84 0.1238
C 7.77 3.77 3.19 -0.5366
H 3.62 4.07 9.33 0.0897
H 3.11 5.67 -3.02 0.0800
F -5.34 -4.91 -4.07 0.1566
C -7.88 -8.44 -6.48 -0.5328
H -0.84 -0.99 1.38 0.1258
F 6.92 6.87 9.87 0.1665
O 6.05 4.78 8.49 0.0356
C 3.93 3.68 3.61 -0.1945
O -12.37 -5.61 -5.87 0.1644
F 4.15 1.45 -0.07 0.1695
O 1.84 1.97 3.73 0.1846
F -1.75 2.83 -1.12 0.1536
H -3.49 -1.97 -2.58 0.0942
C -2.64 1.91 -0.69 -0.5334
C 0.80 -0.78 -0.01 -0.0493
H 4.52 6.50 -3.69 0.0821
F -8.45 -7.32 -6.94 0.1545
C 3.25 2.43 -0.29 -0.5107
H -3.15 -6.90 -8.72 0.0812
H 3.67 2.41 8.74 0.0592
H 4.74 2.93 10.04 0.0816
F 2.40 2.33 7.07 0.1377
H 1.46 0.00 -0.38 0.0496
O -2.25 -3.17 -4.21 -0.1850
H 4.97 3.96 3.75 0.0993
O 9.25 4.62 4.80 0.0420
H -9.62 -3.29 -5.03 0.1261
H 2.03 4.65 3.25 0.0831
C 7.06 4.56 9.32 -0.4080
H -6.22 -2.11 -2.67 0.1082
H 8.86 5.01 6.81 0.0980
C 9.71 4.83 6.14 -0.1931
F 3.20 0.50 6.25 0.1660
H -3.90 -8.15 -6.66 0.1261
C -4.21 -7.05 -8.51 -0.0612
C -10.23 -4.19 -5.09 -0.1758
H 9.97 2.75 6.67 0.0802
H -4.56 -7.91 -9.09 0.0729
C 2.50 2.16 4.71 -0.3913
C 4.27 3.23 9.10 -0.0531
F -7.17 -4.42 -3.13 0.0596
H 4.18 6.55 -1.95 0.0817
H -4.50 -1.10 -3.73 0.0810
C -12.02 -5.06 -8.20 -0.5353
C -11.71 -5.06 -6.70 -0.4090
O 7.40 3.50 9.74 0.1746
O 3.54 2.97 4.80 0.0300
O -5.83 -7.36 -6.73 0.0389
C -2.29 -4.21 -3.35 -0.3978
H 0.40 0.15 1.88 0.1134
C -9.42 -5.39 -4.65 -0.0652
F -12.57 -3.88 -8.57 0.1552
H -4.76 -6.18 -8.85 0.0843
F 8.59 5.77 10.68 0.1706
N -2.59 -4.89 -2.51 0.1113
H -4.05 -6.41 -6.47 0.1306
F -10.93 -5.24 -8.95 0.1627
H 3.89 3.03 2.75 0.1002
C 10.56 3.67 6.62 -0.0496
C 3.08 4.92 3.41 -0.0490
H 6.04 4.95 -2.49 0.1237
F -7.98 -8.42 -5.14 0.1659
O 4.59 3.96 -1.47 0.0274
F -6.54 -3.31 -4.86 0.1395
C 7.78 5.88 9.62 -0.5302
H 11.38 3.50 5.92 0.0831
F 7.18 4.91 2.78 0.1590
O 7.57 3.34 5.56 0.1727
H 4.82 3.89 7.13 0.1159
C 4.15 5.92 -2.84 -0.0605
C -6.41 -8.53 -6.91 -0.4023
O -10.63 -4.32 -6.47 0.0412
F -3.50 1.69 -1.68 0.1751
H 10.30 5.75 6.12 0.1295
C 4.99 4.68 -2.64 -0.2003
C -5.45 -2.87 -2.84 -0.0870
O -2.33 -0.48 -0.50 0.1843
F -3.32 2.46 0.33 0.1521
N -3.58 -2.75 -4.57 -0.1461
F -12.89 -6.02 -8.52 0.1604
C 2.28 1.46 6.05 -0.5258
H 3.43 5.49 2.55 0.0828
F 6.90 2.78 2.97 0.1670
H 0.26 -1.17 -0.88 0.0873
O -0.88 0.91 0.50 0.0245
H 4.96 4.03 -3.52 0.1263
F 8.54 6.26 8.58 0.1440
F 3.32 3.26 0.77 0.1449
F 1.09 0.89 6.14 0.1791
F 2.05 1.87 -0.27 0.1622
F 8.82 3.57 2.38 0.1688
C -4.20 -2.12 -3.43 -0.3051
H 3.11 5.55 4.30 0.0828
H -9.05 -5.25 -3.64 0.0711
H 1.40 -1.58 0.41 0.0864
C 5.31 3.62 8.07 -0.1906
H 10.97 3.88 7.60 0.0852
H -5.26 -3.32 -1.87 0.1100
F -8.61 -9.47 -6.92 0.1615
C 8.17 3.86 4.66 -0.3891
C -4.43 -7.26 -7.03 -0.1842
C 3.54 3.16 -1.61 -0.3899
C -6.08 -3.88 -3.76 -0.7005
H -11.10 -4.04 -4.45 0.1240
O -5.88 -9.53 -7.31 0.1622
C -1.94 0.62 -0.24 -0.3949
```

Charge: -1
E_tot (Eh): -4877.71983
Max |F| (eV Å⁻¹): 7.187
LUMO energy (eV): 1.3


| no. | frontier orbital gap (eV) |
| --- | --- |
| 1 | 6.00 |
| 2 | 3.98 |